The following is a quantum chemistry calculation of a structure of composition C24H21NO4PSY, from OMol25.

Its total charge is +2. As for the HOMO-LUMO gap: 7.46 eV. The calculation puts the HOMO energy at -14.11 eV. The energy relative to the best compared isomer or geometry (same formula, charge and spin) is 0.434 eV.

```
53
Properties=species:S:1:pos:R:3:forces:R:3
Y 8.0553 11.2342 10.1693 1.234 0.961 0.485
O 11.8581 11.8824 11.1118 -1.161 -0.749 -0.671
S 10.5472 12.3302 10.7549 1.634 0.128 2.959
O 9.4599 11.9889 11.8310 0.289 -0.458 -2.871
O 9.9976 11.8455 9.4262 -0.427 -0.339 0.453
C 10.6562 14.0516 10.7868 0.483 1.332 -1.030
C 11.9451 14.5807 11.0179 -0.282 -0.274 0.363
C 12.1093 15.9432 11.2357 -0.934 -0.780 -0.635
C 11.0216 16.7491 10.9951 -0.870 1.875 0.733
C 9.7858 16.2586 10.5883 -0.358 -1.032 -0.321
C 9.5646 14.8818 10.4780 0.557 -0.526 0.319
P 7.9756 14.1371 9.8623 1.069 0.798 -0.347
C 6.7457 15.0742 10.7314 -1.426 0.078 1.034
C 6.3856 14.4864 11.9676 -1.135 0.694 0.171
C 5.3339 15.0312 12.7429 -0.229 0.175 -1.125
C 4.6155 16.1573 12.2593 0.323 -0.800 0.966
C 4.9994 16.7143 11.0522 -0.302 1.608 -0.233
C 6.0402 16.2183 10.2918 0.998 -0.584 -0.022
C 7.9495 14.7778 8.1669 0.882 0.454 -0.523
C 6.7001 14.8618 7.5445 0.746 0.588 -0.606
C 6.5277 15.6893 6.4281 -0.125 -0.201 0.023
C 7.5837 16.4260 5.8954 0.085 -0.058 0.309
C 8.8572 16.1741 6.4232 0.920 0.720 -0.330
C 9.0969 15.3828 7.5532 -1.957 0.148 -0.082
H 12.8104 13.9335 11.0621 -0.214 -0.129 0.251
H 13.0400 16.3417 11.5571 0.634 0.234 0.072
H 11.0459 17.8398 11.2203 0.307 -0.914 -0.428
H 8.9713 16.9095 10.3173 -0.031 0.363 0.169
H 6.8875 13.5814 12.3312 -0.025 0.322 -0.085
H 4.9834 14.5155 13.6323 0.300 0.219 0.043
H 3.7908 16.6034 12.8605 0.752 -0.494 -0.611
H 4.5399 17.6658 10.7071 0.132 -0.907 0.283
H 6.3489 16.7565 9.3876 -0.228 -0.408 0.296
H 5.8321 14.3866 7.9695 -0.191 -0.113 0.151
H 5.5354 15.7467 6.0074 -0.094 0.223 -0.074
H 7.4296 17.2364 5.1409 0.166 -1.140 0.561
H 9.7100 16.7048 5.9583 -0.510 -0.395 0.416
H 10.0836 15.3757 8.0037 -0.164 -0.223 -0.120
O 6.0868 10.8540 9.1117 -0.921 -0.764 0.662
C 5.4068 9.9035 10.0722 -0.668 1.238 -0.220
C 6.3493 8.8474 10.6105 0.365 -1.032 0.870
C 5.6990 7.7630 11.2146 -0.112 0.795 -0.409
C 6.3871 6.6111 11.5275 0.550 -0.779 0.424
C 7.7728 6.5802 11.3066 0.389 1.447 0.117
C 8.3980 7.7892 10.8925 -0.708 -0.903 -0.160
N 7.7142 8.9172 10.5392 -1.284 -0.943 -0.142
H 5.5091 11.0509 8.3436 0.405 -0.121 0.619
H 4.6293 9.3965 9.4951 0.157 0.055 0.130
H 4.8661 10.4801 10.9000 0.906 -0.475 -1.112
H 4.6379 7.8645 11.4265 0.045 -0.257 -0.244
H 5.8536 5.7377 11.9598 0.486 0.734 -0.389
H 8.3958 5.7135 11.5678 -0.387 0.466 -0.307
H 9.4727 7.8179 10.7483 -0.070 0.140 0.219
```
Positions in Å, forces in eV/Å.


The following is a quantum chemistry calculation of a structure of composition C24H22As2AuOS5, from OMol25.

Its spin multiplicity is 3. Its total charge is +1. As for the HOMO-LUMO gap (alpha / beta): 7.40 / 5.41 eV. The calculation puts the HOMO energy (alpha / beta) at -10.32 / -11.05 eV. The energy relative to the best compared isomer or geometry (same formula, charge and spin) is 0.966 eV.

```
55
Properties=species:S:1:pos:R:3:forces:R:3
Au -0.0507 1.4941 -0.7933 -0.370 -1.061 0.185
S 4.6186 6.6996 -2.6696 -1.937 -2.847 1.455
C 3.5845 5.4325 -2.0551 1.804 2.655 -1.144
S 1.8702 5.5772 -2.4599 0.953 -1.488 1.294
C 1.4059 4.0453 -1.6359 -4.220 3.949 -3.735
C 2.3459 3.3458 -1.0987 6.346 -3.040 2.786
S 2.3430 1.7568 -0.4973 -0.688 0.384 -0.126
S 4.0593 4.0423 -1.0531 -2.328 0.890 -1.143
S -0.2017 3.5423 -1.9464 0.330 0.343 0.365
C -3.8430 4.0965 -0.5373 -1.876 -0.508 0.957
As -3.1263 2.4846 0.3452 -1.926 0.429 -0.185
C -4.7509 1.5749 0.9698 1.371 0.099 1.180
C -2.0203 2.9851 1.7740 -0.244 1.802 0.987
O -2.3050 1.4317 -0.6471 0.332 -0.133 -0.417
H -3.1615 4.5146 -1.2090 1.232 0.504 -1.056
H -4.2505 4.9237 0.0950 0.672 -0.920 0.100
H -4.7360 3.7579 -1.0973 0.574 -0.047 0.068
H -5.4577 1.5911 0.1431 -0.097 -0.225 0.289
H -5.0787 2.1176 1.8829 -0.195 -0.156 -0.804
H -4.4409 0.5655 1.3316 -0.411 0.596 -0.698
H -2.5290 3.6491 2.5205 0.274 -0.623 -0.719
H -1.1808 3.5414 1.3731 0.146 0.179 -0.196
H -1.6227 2.1436 2.2752 0.258 -1.072 0.511
C -3.0785 -3.8160 1.4943 -0.423 -0.553 1.387
C -2.6480 -4.0836 0.2156 0.125 1.235 -0.364
C -1.6673 -3.2304 -0.3253 0.806 0.890 0.546
C -1.1301 -2.2239 0.5151 -0.712 -0.173 -0.092
C -1.6214 -1.9814 1.8266 0.990 1.379 -1.935
C -2.6145 -2.7469 2.2837 -1.154 -2.463 -0.505
As 0.1708 -0.9746 -0.1848 1.169 -0.835 0.428
C 1.1845 -2.0331 -1.4524 1.025 1.369 2.046
C 0.8460 -2.3532 -2.7012 -1.705 -0.438 -1.928
C 1.7282 -2.9403 -3.5693 2.768 -0.428 1.576
C 3.0565 -3.2307 -3.1374 -1.649 0.148 0.741
C 3.3673 -2.9547 -1.7933 1.882 -0.658 -0.695
C 2.4900 -2.2754 -0.9892 -0.487 -0.095 0.463
C 2.7983 -1.8218 0.3785 0.122 0.548 -0.288
C 4.0412 -1.8368 1.0153 -3.544 0.688 0.854
C 4.1182 -1.3794 2.3208 0.060 -0.457 -2.440
C 3.0383 -0.7709 2.8991 0.748 0.188 2.393
C 1.8339 -0.6207 2.2535 -0.341 0.643 0.274
C 1.7517 -1.1512 0.9930 -1.652 0.005 -0.452
H -3.7744 -4.4664 2.0505 0.069 0.207 -0.927
H -3.1924 -4.7765 -0.3973 0.238 -0.527 -0.123
H -1.2685 -3.2747 -1.3622 -0.591 -0.360 0.897
H -1.3433 -1.0783 2.3431 0.463 0.048 0.297
H -3.1007 -2.7032 3.2239 -0.003 0.651 0.925
H -0.1724 -2.2150 -3.0472 -0.009 0.217 -0.074
H 1.3994 -3.2493 -4.4975 -0.484 -0.417 -1.923
H 3.7653 -3.7473 -3.7714 -0.086 0.090 -0.032
H 4.3587 -3.2779 -1.3595 -1.138 0.490 -0.709
H 4.8468 -2.1204 0.4789 2.700 -1.210 -1.334
H 5.1046 -1.4849 2.6623 0.884 0.315 1.533
H 3.2347 -0.4551 3.9295 -0.626 0.255 -0.330
H 1.0052 -0.0395 2.6941 0.552 -0.465 -0.158
```
Positions in Å, forces in eV/Å.


The following is a quantum chemistry calculation of a structure of composition C24H22CdF10IN3O3S, from OMol25.

Its total charge is +2. As for the HOMO-LUMO gap: 4.87 eV. The calculation puts the HOMO energy at -13.81 eV.

```
65
Properties=species:S:1:pos:R:3:forces:R:3
C 2.1931 -0.5248 3.5637 -0.424 -0.272 -0.795
C 1.9681 0.4748 2.4042 0.132 -1.323 0.977
O 2.8208 1.5882 2.5979 0.013 0.504 -0.966
C 3.0919 2.3015 1.4311 -0.827 0.263 -0.065
O 2.6232 3.4013 1.2712 0.582 -0.874 0.210
C 3.9716 1.5987 0.4132 0.302 0.270 -0.494
C 3.8292 2.1257 -1.0287 -0.095 0.333 0.198
C 2.3740 2.2710 -1.5682 0.670 -0.018 -0.505
C 1.3895 1.2524 -1.0684 0.387 1.279 0.055
C 1.5942 -0.0596 -1.3169 -0.649 -0.111 -0.158
O 2.7089 -0.3877 -2.0223 -0.036 -0.184 -0.119
C 0.6748 -1.0543 -0.8744 0.807 -1.440 -0.291
C 1.0906 -2.4728 -1.2262 0.250 -0.120 -0.639
C 0.3266 -3.0776 -2.4466 0.706 -0.742 0.925
C 1.2062 -4.1088 -3.1718 -0.827 0.088 -0.050
I 1.4624 -5.8674 -1.9437 0.146 0.432 -0.230
C -0.4678 -0.7155 -0.1912 -0.242 1.498 0.450
C -1.4619 -1.7753 0.2348 0.497 0.591 -0.420
F -0.9645 -2.9764 0.4134 -0.063 -0.306 -0.099
F -1.9992 -1.4595 1.5629 0.340 -0.599 -0.970
C -2.6765 -1.9640 -0.8187 0.355 0.435 1.368
F -2.2758 -1.9928 -2.0414 0.370 -0.424 -0.348
F -3.4380 -0.7235 -0.7781 0.172 -1.217 -2.723
C -3.7021 -3.0698 -0.4879 -0.805 -0.634 -1.141
F -4.7505 -2.8160 -1.2872 0.129 0.213 -0.187
F -4.1718 -2.9643 0.7784 0.578 0.604 0.308
C -3.3028 -4.5654 -0.7587 -1.243 -1.384 0.201
F -4.4591 -5.2037 -0.9502 0.029 0.262 -0.021
F -2.5775 -4.7270 -1.8494 0.388 0.482 0.211
F -2.7470 -5.1243 0.3004 0.662 0.497 -0.034
C -0.6842 0.7184 0.0659 -1.723 -1.399 0.609
N -1.8271 1.1618 0.7309 0.607 -0.117 -0.623
C -1.9474 2.4522 0.9219 -1.057 -0.918 0.635
C -3.1969 2.9524 1.6630 0.658 0.091 0.461
C -2.8916 3.7949 2.9067 -0.259 0.295 -0.544
F -3.9213 1.7531 2.1344 -0.190 0.073 -0.340
C -0.9704 3.3505 0.4470 0.013 2.325 0.754
N -1.2408 4.7353 0.6814 0.322 -0.936 -1.005
C -0.9493 5.4134 -0.3185 -0.566 0.269 0.370
S -0.7627 6.2301 -1.5944 0.261 0.279 -0.062
N 0.1178 3.0189 -0.1701 -1.291 -1.540 0.233
C 0.2244 1.6694 -0.3622 1.670 0.197 -0.619
H 2.0993 -1.5376 3.1483 -0.064 0.108 0.192
H 1.4209 -0.4184 4.3264 0.385 0.107 0.202
H 3.2051 -0.4602 3.9620 -0.175 0.239 0.110
H 2.1655 -0.0764 1.4776 0.199 0.433 -0.119
H 0.9006 0.7472 2.3976 0.222 0.405 -0.075
H 3.8587 0.5115 0.4013 -0.118 0.122 0.369
H 5.0110 1.7876 0.7138 -0.163 -0.115 0.142
H 4.4239 1.4863 -1.6823 -0.138 -0.044 0.116
H 4.2751 3.1220 -1.1005 -0.076 -0.117 0.097
H 2.4297 2.1342 -2.6577 0.003 0.030 0.149
H 2.0591 3.2992 -1.4106 -0.295 -0.283 0.237
H 2.4569 -0.7983 -2.8601 0.197 -0.101 0.032
H 1.0619 -3.1460 -0.3706 -0.151 0.081 -0.147
H 2.1412 -2.4825 -1.5298 -0.110 0.346 0.323
H -0.5008 -3.6520 -2.0287 -0.271 0.298 -0.443
H -0.0225 -2.3125 -3.1472 0.053 -0.048 0.070
H 0.6527 -4.4668 -4.0404 0.277 -0.039 0.001
H 2.1638 -3.6956 -3.4889 0.039 -0.258 0.155
H -3.8912 3.4474 0.9811 0.013 -0.189 0.050
H -3.4131 4.7472 2.7852 0.262 -0.015 0.108
H -1.8198 3.9782 2.9647 -0.160 0.016 0.315
H -3.2803 3.3520 3.8255 0.150 -0.266 -0.204
Cd -3.6787 -0.2002 1.0858 -0.827 2.570 3.802
```
Positions in Å, forces in eV/Å.


The following is a quantum chemistry calculation of a structure of composition C24H22Cl2N7O6OsPS, from OMol25.

Its spin multiplicity is 5. Its total charge is 0. As for the HOMO-LUMO gap (alpha / beta): 7.74 / 6.56 eV. The calculation puts the HOMO energy (alpha / beta) at -7.95 / -8.25 eV. The energy relative to the best compared isomer or geometry (same formula, charge and spin) is 0.000 eV.

```
64
Properties=species:S:1:pos:R:3:forces:R:3
Os -0.1508 0.5838 -0.2884 -0.111 0.197 0.000
Cl 2.7465 -4.3175 -3.8249 -0.001 0.002 0.005
C 1.8039 -3.5176 -2.6165 0.003 -0.017 -0.001
C 1.3190 -2.2484 -2.8878 -0.011 0.032 0.012
C 0.5615 -1.5978 -1.9282 0.039 -0.031 -0.081
N 0.0056 -0.3078 -2.0550 0.022 -0.033 0.013
C -0.4725 0.1836 -3.2429 -0.007 -0.051 0.003
O -0.2633 -0.3033 -4.3341 0.004 0.020 -0.013
C -1.3653 1.3865 -3.0896 0.023 -0.027 0.056
C -1.7715 2.0931 -4.2047 -0.021 0.030 -0.026
C -2.5969 3.1914 -4.0171 0.018 -0.027 -0.012
C -2.9769 3.5369 -2.7316 -0.011 0.015 0.027
C -2.5206 2.7699 -1.6714 0.007 0.008 -0.020
N -1.7452 1.7088 -1.8535 0.026 -0.009 0.000
C 0.2885 -2.2053 -0.6922 -0.026 0.024 0.067
C 0.7832 -3.4750 -0.4283 -0.001 -0.005 -0.008
C 1.5386 -4.1236 -1.3933 0.003 0.019 -0.008
Cl 2.1500 -5.7008 -1.0326 0.001 -0.007 0.003
N -0.4925 -1.4021 0.1655 0.042 -0.014 0.147
C -1.1968 -1.9339 1.1982 -0.097 -0.040 -0.080
O -1.1550 -3.0849 1.5997 0.020 0.003 0.023
C -2.1308 -0.9496 1.8469 0.072 0.012 0.002
C -2.9202 -1.3244 2.9223 -0.001 0.012 -0.003
C -3.7365 -0.3635 3.4935 0.001 -0.002 -0.005
C -3.7222 0.9262 2.9804 -0.016 0.007 0.014
C -2.8921 1.2096 1.9095 0.028 -0.036 -0.044
N -2.1246 0.2792 1.3478 -0.090 0.022 0.015
H 1.5212 -1.7795 -3.8366 0.005 -0.007 -0.003
H -1.4315 1.7738 -5.1791 -0.004 0.001 0.000
H -2.9310 3.7764 -4.8636 0.001 -0.001 -0.003
H -3.6042 4.3961 -2.5418 0.000 -0.001 0.001
H -2.7604 3.0254 -0.6487 -0.007 0.006 0.001
H 0.5800 -3.9606 0.5106 -0.001 0.001 0.000
H -2.8706 -2.3431 3.2790 0.005 -0.001 -0.005
H -4.3707 -0.6121 4.3343 -0.002 0.003 0.000
H -4.3368 1.7070 3.4061 -0.001 -0.002 0.002
H -2.8110 2.2072 1.4993 -0.002 0.009 0.005
O 1.7972 0.0235 1.1130 0.114 0.100 0.075
S 0.6397 3.1907 0.3256 -0.010 -0.053 -0.080
O -0.2131 4.2748 -0.1245 -0.018 0.021 0.041
O -0.2972 2.1224 1.0840 0.074 -0.096 0.017
O 0.8599 2.1883 -0.9130 0.000 0.042 -0.004
C 3.9004 0.8806 4.9329 -0.008 -0.010 0.000
N 3.0482 1.9657 4.4502 -0.002 0.002 0.008
C 1.7687 1.9111 5.1578 0.011 -0.002 -0.012
N 1.0921 0.6170 5.0635 0.000 0.007 -0.024
C 2.0062 -0.4274 5.5238 0.021 -0.019 0.003
N 3.2931 -0.4464 4.8268 -0.001 0.004 0.012
C 3.1351 -0.8491 3.4212 0.016 0.027 -0.008
P 2.0534 0.3339 2.5600 -0.039 -0.181 -0.093
C 2.8610 1.9049 2.9919 -0.010 0.016 -0.016
C 0.6270 0.3578 3.6912 -0.004 0.038 0.020
H 4.1148 1.0662 5.9868 0.003 0.003 -0.001
H 4.8415 0.8898 4.3810 0.001 0.001 0.001
H 1.1102 2.6886 4.7677 0.000 0.002 0.003
H 1.9610 2.1129 6.2129 0.000 0.000 0.000
H 1.5247 -1.4003 5.4126 -0.002 0.002 -0.001
H 2.2043 -0.2584 6.5836 -0.006 0.006 0.000
H 2.7031 -1.8512 3.3638 -0.017 -0.001 -0.009
H 4.1104 -0.8849 2.9295 -0.002 0.002 0.002
H 2.2519 2.7453 2.6548 -0.001 0.001 0.000
H 3.8261 1.9761 2.4845 0.004 0.002 0.003
H 0.1098 -0.6050 3.6564 -0.009 -0.013 -0.027
H -0.0714 1.1341 3.3716 -0.023 -0.012 0.007
```
Positions in Å, forces in eV/Å.


Total energy? In order: -2060.28728 -7600.84601 -3179.33060 -3513.15154 Ha.